(1)
DFT (ωB97M-V/def2-TZVPD) results for a cluster of 2 separate species, C10H22NS in total.

Cartesian coordinates (Å):
C  -2.94261  0.28914  -1.30118
C  -1.80104  0.95950  -1.14749
C  -1.40857  2.05465  -2.14269
C  -1.30287  -1.89348  3.11694
C  1.77384  -0.72801  0.06822
C  -0.15478  1.50080  0.68861
C  -0.54801  -1.21447  1.95016
C  -1.45310  -0.57975  0.87823
C  0.50454  -0.59868  -0.56471
C  -0.69479  0.35376  -0.05348
N  3.65697  0.12124  -2.02045
S  -0.10200  -1.72030  -1.73035
H  -3.29726  -0.45242  -0.72824
H  -3.61536  0.49602  -2.20157
H  -0.66272  1.64924  -2.82866
H  -2.22498  2.19936  -2.78613
H  -1.02981  2.87636  -1.63256
H  -1.61628  -1.24400  3.90210
H  -2.17010  -2.23863  2.77699
H  -0.66568  -2.73367  3.39383
H  2.24556  -1.60912  0.10387
H  2.32385  -0.13481  -0.70516
H  1.92200  -0.18223  0.92159
H  -1.02947  1.96121  1.27155
H  0.13708  2.27235  -0.13235
H  0.83002  1.45070  1.22218
H  0.01409  -0.44696  2.37914
H  0.08244  -1.97480  1.54508
H  -1.80775  -1.49910  0.33647
H  -2.43699  -0.11230  1.27882
H  3.88408  1.07966  -1.76653
H  2.97604  0.06931  -2.74034
H  4.41985  -0.43755  -2.41704
H  1.17755  -2.13562  -2.00624

Force components x, y, z for each atom (eV/Å):
0.2 2.9 -3.5
1.5 -1.9 -0.2
0.6 -3.1 0.5
3.3 0.8 -0.3
-1.9 2.9 -2.3
0.8 3.9 -0.6
-2.1 0.2 0.9
-1.4 -2.3 0.7
-3.8 -0.6 0.1
-0.5 -0.3 -1.5
0.5 -0.8 0.2
2.0 1.1 0.2
-0.9 -2.6 2.1
0.9 0.2 1.5
0.5 0.1 0.2
-1.3 0.9 -0.5
0.4 1.8 0.4
0.5 0.6 0.8
-3.7 -2.0 -1.6
-0.4 0.2 0.8
1.4 -3.5 -0.2
0.8 0.0 -0.2
0.0 1.3 2.2
1.7 -0.5 -0.5
-0.6 -0.9 1.5
-1.4 -0.4 0.2
1.4 1.1 0.6
0.5 -0.3 -0.6
0.0 1.0 0.1
2.0 -0.3 -0.4
0.3 -0.3 -0.6
-0.8 0.6 -0.7
0.1 0.8 0.7
-0.8 -0.4 0.1

Values from the calculation:
net charge	+1
calculated total energy	-846.77356	a.u.
molar mass	188.4	g/mol
largest force on an atom	0.0884	Eh/bohr
energy relative to the best compared isomer or geometry (same formula, charge and spin)	40.61	kcal per mole
orbital gap	8.04	eV


(2)
DFT (ωB97M-V/def2-TZVPD) results for a structure of composition C10H23BClCoLuO2.

Cartesian coordinates (Å):
Lu  -0.20683  -0.15719  -1.04973
Cl  -0.20663  1.44931  -2.44163
C  -1.91093  -1.07779  -0.78323
H  -1.84253  -1.89409  -0.05483
H  -2.27973  -1.49809  -1.72813
H  -2.68233  -0.37809  -0.43523
Co  0.48837  -0.07819  -5.79013
C  -1.52793  0.51461  -5.69273
C  2.08467  1.06481  -5.03453
C  0.87937  -1.74889  -6.53473
H  2.61217  0.48581  -4.25863
H  2.81647  1.26121  -5.83513
H  1.77617  2.02631  -4.60103
H  -2.09803  -0.22809  -5.11053
H  -1.67823  1.50311  -5.23653
H  -1.96473  0.52661  -6.70463
H  0.12337  -2.43719  -6.93823
H  1.89437  -2.16349  -6.61323
C  -1.47683  0.59031  4.19287
C  -0.24193  0.84501  3.30367
C  0.50597  2.07881  3.87817
O  -0.65373  1.17291  2.00247
B  0.43567  0.61801  1.18677
O  1.39917  -0.18639  1.95147
C  0.68357  -0.41939  3.13747
C  1.66507  -0.61919  4.31067
C  -0.11123  -1.74689  2.96907
H  -2.12183  -0.20779  3.77177
H  -2.10333  1.50611  4.25307
H  -1.16853  0.30451  5.22087
H  -0.16193  2.96711  3.87217
H  0.82087  1.90601  4.92897
H  1.40297  2.32401  3.27067
H  1.11237  -0.77209  5.26237
H  2.30667  -1.50769  4.12807
H  2.34747  0.24781  4.42227
H  -0.84073  -1.68019  2.13647
H  0.58457  -2.58409  2.74557
H  -0.66143  -2.00749  3.89787

Force components x, y, z for each atom (eV/Å):
6.4 -1.2 2.1
-0.4 4.4 -3.7
-5.5 -2.7 0.6
-0.2 -0.1 0.1
-0.2 -0.1 0.0
-0.1 -0.1 0.1
-0.4 1.4 0.6
0.3 -0.2 -0.1
-0.2 -0.2 -0.2
0.2 -1.1 -0.3
0.0 0.2 0.0
-0.1 0.0 0.1
0.1 -0.1 0.0
0.0 0.2 0.0
0.0 -0.1 -0.1
0.0 0.1 0.1
0.2 0.0 0.0
-0.2 -0.1 -0.1
-0.3 -0.2 -0.1
-0.3 0.2 2.1
0.3 0.0 0.2
2.5 -1.4 -1.5
-0.5 -0.3 0.3
-1.9 1.9 -1.1
-0.1 -0.8 1.9
0.3 0.1 0.1
-0.3 0.0 0.1
0.4 0.4 0.2
0.5 -0.5 0.0
-0.2 0.1 -0.5
0.3 -0.6 -0.1
-0.1 0.1 -0.6
-0.5 -0.2 0.3
0.3 0.1 -0.5
-0.5 0.4 0.1
-0.5 -0.4 -0.1
0.3 0.0 0.5
-0.3 0.6 0.1
0.3 0.1 -0.5

Values from the calculation:
net charge	-1
calculated total energy	-3648.48705	a.u.
molar mass	455.5	g/mol
largest force on an atom	0.1327	Eh/bohr
spin multiplicity	5
orbital gap (alpha / beta)	5.29 / 6.24	eV


(3)
DFT (ωB97M-V/def2-TZVPD) results for a cluster of 4 separate species, C10H23ClNO12P2 in total.

Cartesian coordinates (Å):
Cl  -2.33869  -3.26353  3.11648
O  -2.84042  -2.49937  2.00107
O  -2.48918  -2.57951  4.42646
O  -3.13876  -4.43259  3.15889
O  -0.90718  -3.48633  2.90868
C  0.70194  -5.14824  -7.46097
O  -0.60604  -4.81417  -7.25831
P  -1.25253  -5.00455  -5.76116
O  -2.65203  -4.51639  -5.49673
O  -1.24041  -6.62586  -5.53185
C  -1.50732  -7.49875  -6.61643
O  -0.12637  -4.43156  -4.72579
C  -0.39825  -3.80804  -3.47675
H  0.90195  -6.00779  -8.10071
H  1.28824  -5.18312  -6.54274
H  1.09401  -4.26999  -7.97387
H  -2.43967  -8.02107  -6.40191
H  -0.70321  -8.21149  -6.79951
H  -1.75227  -6.93519  -7.51670
H  0.17947  -4.23575  -2.65736
H  -1.44458  -3.93912  -3.20088
H  -0.31843  -2.72301  -3.54339
C  6.14907  3.70124  4.99076
O  5.16990  2.83284  4.36203
P  3.96597  3.55361  3.56948
O  4.39566  4.21527  2.28715
O  2.84322  2.37013  3.37665
C  2.33623  1.45969  4.36401
O  3.26924  4.56078  4.67406
C  2.15762  5.37084  4.20914
H  6.58425  3.29919  5.90567
H  5.70611  4.61997  5.37524
H  6.89352  3.90208  4.22033
H  2.54818  1.74160  5.39537
H  2.72299  0.44382  4.28335
H  1.26043  1.38523  4.20518
H  1.76534  5.17638  3.21095
H  2.29496  6.43975  4.37239
H  1.31756  5.06348  4.83198
N  -4.34210  5.74195  0.62587
C  -3.78084  5.53683  1.82078
C  -3.37574  4.21002  1.91324
C  -3.81053  3.61226  0.67890
C  -4.35048  4.61405  -0.12236
H  -4.66063  6.63653  0.28185
H  -3.60812  6.33684  2.52544
H  -2.91740  3.65611  2.71916
H  -3.74169  2.55299  0.47984
H  -4.80294  4.60194  -1.10295

Force components x, y, z for each atom (eV/Å):
0.7 1.8 1.1
0.1 1.0 0.1
0.1 -0.2 -1.6
0.0 -2.0 0.3
-0.9 -0.5 0.1
2.8 1.1 -0.5
-3.2 0.0 2.4
-1.8 -0.3 1.6
2.8 -0.2 -1.2
1.2 1.3 -0.1
-1.1 0.1 -0.4
-0.5 -1.1 -2.0
-1.6 0.4 0.7
-0.5 -0.3 0.2
-0.1 -0.4 0.1
0.5 -0.1 -0.3
0.2 -0.3 0.2
0.1 0.2 0.2
0.4 0.0 -0.2
0.4 0.0 -0.5
-0.1 -0.3 -0.1
0.6 -0.1 -0.2
-0.1 0.4 -0.3
-0.9 0.7 0.8
-0.8 -0.1 -1.2
-1.1 -1.2 2.4
1.8 1.2 0.0
-0.3 -0.2 0.4
0.8 -0.5 -1.5
-1.1 -0.6 0.8
0.0 -0.9 -0.4
-0.3 0.2 -0.5
0.2 0.2 0.4
0.0 0.5 -0.1
0.4 0.2 -0.6
0.1 0.2 0.1
0.9 -0.1 -0.3
0.6 -0.2 -0.1
0.0 0.1 0.3
-0.5 1.3 -1.1
1.4 -0.7 1.7
-1.2 0.3 -1.3
0.2 0.4 0.1
0.1 -1.5 0.6
0.1 -0.2 0.2
-0.2 0.0 -0.1
0.0 0.4 0.1
0.0 0.1 -0.3
0.1 -0.1 0.1

Values from the calculation:
net charge	-1
calculated total energy	-2495.29506	a.u.
molar mass	446.7	g/mol
largest force on an atom	0.0786	Eh/bohr
energy relative to the best compared isomer or geometry (same formula, charge and spin)	10.83	kcal per mole
orbital gap	7.68	eV


(4)
DFT (ωB97M-V/def2-TZVPD) results for a structure of composition C10H23GeN3O6P2PdS.

Cartesian coordinates (Å):
Pd  0.63227  0.27179  -0.46926
N  -0.62608  -3.05707  2.66122
C  0.48264  -2.62818  1.71795
C  1.64526  -3.60744  1.83143
P  0.88340  -0.89562  2.12595
O  1.65281  -1.07034  3.49204
O  1.86498  -0.42135  1.03332
O  -0.42214  -0.17921  2.23898
P  -0.32653  -2.68659  0.02987
O  0.81576  -3.16633  -0.95262
O  -1.49504  -3.56750  0.19607
O  -0.65932  -1.24090  -0.43032
H  -0.25070  -3.44890  3.52710
H  -1.22097  -3.73932  2.15931
H  -1.20675  -2.24278  2.89160
H  2.02660  -3.63062  2.85294
H  2.45431  -3.29009  1.17748
H  1.34592  -4.61589  1.53987
H  2.20644  -0.34294  3.80863
H  0.77822  -4.09664  -1.21720
S  -0.98171  1.56932  -1.42829
C  -2.46484  0.70839  -1.02203
N  -2.71972  0.40494  0.27740
C  -3.88376  -0.13723  0.64726
C  -4.85072  -0.36219  -0.30387
C  -4.53324  -0.02459  -1.61096
N  -3.35396  0.50197  -1.95829
H  -1.97066  0.50372  0.97350
H  -4.00829  -0.36359  1.69677
H  -5.80716  -0.78472  -0.03665
H  -5.23667  -0.18205  -2.41955
C  4.26070  1.87016  -2.27834
Ge  2.35427  2.24313  -1.99188
C  1.41064  2.69176  -3.61382
C  2.06217  3.35079  -0.42046
C  2.16191  0.14623  -1.64689
H  4.67650  2.81442  -2.63905
H  4.42569  1.10932  -3.03806
H  4.75278  1.59484  -1.34880
H  1.76040  3.68050  -3.91768
H  0.33197  2.73451  -3.49702
H  1.66265  1.98351  -4.40168
H  2.42341  4.35183  -0.66021
H  2.63593  2.97201  0.42426
H  1.01124  3.42856  -0.15001
H  2.99240  -0.26503  -1.07590
H  1.99822  -0.37572  -2.58999

Force components x, y, z for each atom (eV/Å):
-0.3 0.6 0.0
0.0 0.0 0.0
0.0 0.0 0.0
0.0 0.0 0.0
0.2 0.1 0.0
0.1 0.0 -0.1
-0.2 -0.3 0.1
0.0 0.1 -0.2
-0.1 0.2 -0.1
0.0 0.0 0.0
0.0 -0.1 0.0
0.2 -0.2 0.2
0.0 0.0 0.0
0.0 0.0 0.0
0.0 0.0 0.0
0.0 0.0 0.0
0.0 0.0 0.0
0.0 0.0 0.0
-0.1 0.0 0.0
0.0 0.0 0.0
0.0 -0.4 -0.2
0.0 0.2 0.2
0.1 0.0 -0.1
-0.1 0.0 0.0
0.0 0.0 0.1
0.1 0.0 -0.1
-0.1 0.0 0.0
0.0 0.0 0.0
0.0 0.0 0.0
0.0 0.0 0.0
0.0 0.0 0.0
0.0 0.0 0.0
0.1 -0.2 0.2
0.0 0.0 0.0
0.0 0.0 0.0
0.1 0.1 -0.2
0.0 0.0 0.0
0.0 0.0 0.0
0.0 0.0 0.0
0.0 0.0 0.0
0.0 0.0 0.0
0.0 0.0 0.0
0.0 0.0 0.0
0.0 0.0 0.0
0.0 0.0 0.0
0.0 0.0 0.0
0.0 0.1 0.0

Values from the calculation:
net charge	+2
calculated total energy	-4295.84037	a.u.
molar mass	554.4	g/mol
largest force on an atom	0.0123	Eh/bohr
energy relative to the best compared isomer or geometry (same formula, charge and spin)	38.61	kcal per mole
orbital gap (alpha / beta)	6.74 / 6.74	eV